Entry 1:
A structure of composition C24H24MoNO2Si at a distorted geometry, computed with ωB97M-V/def2-TZVPD.

Strongest force on any atom ... 0.061 Eh/bohr
Expectation value of S² ... 2.02
Multiplicity ... 3
HOMO energy (spin up / spin down) ... -11.180 / -11.758 eV
LUMO level (spin up / spin down) ... -4.01 / -3.98 eV
Net charge ... +1

Geometry as XYZ:
```
53
Properties=species:S:1:pos:R:3:forces:R:3
Mo 11.26414 13.07948 8.02611 -0.763 -0.988 0.356
Si 10.64049 8.32934 6.35608 0.406 0.468 -0.742
O 11.32965 13.67361 9.89179 0.630 -0.270 0.685
O 13.27390 13.36232 8.06191 1.339 -0.037 -1.207
N 9.05180 13.05693 8.08364 -1.556 -0.200 -0.090
C 13.10665 13.40366 13.06951 0.220 0.265 0.906
C 8.41546 13.70248 7.04662 0.780 1.259 0.875
C 14.69180 12.93434 11.32532 -0.605 0.337 -0.089
C 9.41725 14.41009 6.17908 -0.909 -0.213 -1.028
C 7.01683 13.94918 7.04085 1.426 -1.929 1.195
C 11.71252 14.83059 5.57098 -0.049 -0.078 0.285
C 11.28532 15.75798 4.63653 2.908 -0.173 -1.143
C 9.96966 15.95371 4.39092 -1.571 0.244 -0.168
C 8.29499 12.50456 9.08420 0.666 0.260 -0.550
C 11.27637 8.30313 4.59579 0.785 -0.460 -0.009
C 6.31593 13.43858 8.12815 -0.494 0.276 -0.204
C 12.35959 13.46646 10.76173 0.898 0.216 -1.024
C 10.76604 14.18112 6.37522 1.217 0.321 0.690
C 15.66112 13.05805 8.55276 -2.444 0.081 0.253
C 11.59159 7.27731 7.51275 1.779 0.239 0.090
C 14.39795 13.06388 12.66099 -0.908 -0.096 -0.766
C 6.92648 12.68580 9.14397 0.023 0.422 -0.518
C 12.11466 13.60038 12.14912 -1.359 0.338 -1.165
C 13.71472 13.18621 10.30734 0.159 -0.085 1.551
C 8.82573 8.13587 6.42603 -0.451 0.166 0.770
C 14.16268 13.22667 8.93127 -0.231 -0.583 1.225
C 9.04229 15.24699 5.12835 -1.364 -0.783 0.860
C 10.99011 10.06136 6.99076 0.205 -0.482 -0.059
C 11.30024 11.12370 7.50667 -0.258 0.799 0.281
H 11.08120 13.91356 12.38346 0.739 -0.319 0.180
H 12.36244 8.06967 4.60819 -0.474 0.438 0.012
H 8.83637 11.93351 9.85368 -0.230 0.371 -0.481
H 8.46058 8.34543 7.45564 0.020 -0.320 -0.684
H 12.68178 7.23451 7.26799 -0.739 0.307 -0.054
H 12.95863 13.53510 14.16539 -0.252 -0.104 -1.059
H 16.23432 13.85247 8.98972 0.466 0.120 0.338
H 8.52405 7.16104 6.07344 -0.145 -0.489 0.218
H 8.36370 8.82812 5.73983 -0.193 0.484 -0.157
H 5.25001 13.69807 8.13714 0.356 -0.508 0.317
H 9.62749 16.63463 3.63008 0.028 0.074 -0.187
H 10.86673 7.57946 3.88802 -0.340 -0.079 0.328
H 6.34302 12.26482 9.95328 0.114 0.071 -0.048
H 11.55561 7.69414 8.50632 -0.159 0.192 0.478
H 11.32292 6.25795 7.59420 -0.681 -1.134 -0.066
H 12.78365 14.62132 5.63324 -0.397 0.038 0.282
H 15.98937 12.05290 8.79945 0.141 0.060 0.382
H 11.11654 9.28382 4.16278 0.142 0.247 -0.155
H 15.65798 13.13256 7.50016 0.309 0.202 -1.259
H 15.68826 12.64109 11.04452 0.181 0.061 -0.137
H 7.96273 15.24547 4.96204 0.378 0.676 -0.431
H 15.08660 12.89176 13.43409 1.150 -0.264 0.567
H 6.44887 14.33256 6.22297 0.180 0.653 -0.375
H 12.08736 16.19182 3.98125 -1.071 -0.089 0.738
```
Positions in Å, forces in eV/Å.

Atom charges from the Mulliken analysis, given in e for atoms 1 to 4:
1 Mo 0.144
2 Si 0.099
3 O -0.875
4 O -0.636


Entry 2:
The molecule C24H24N2O4 at a distorted geometry, computed with ωB97M-V/def2-TZVPD.

Strongest force on any atom ... 0.022 Eh/bohr
HOMO energy ... -8.088 eV
LUMO level ... 0.66 eV
Energy relative to the best compared isomer or geometry (same formula, charge and spin) ... 91.3 kcal per mole

Geometry as XYZ:
```
54
Properties=species:S:1:pos:R:3:forces:R:3
O -2.56853 2.66669 -1.05637 -0.104 0.249 0.035
O 5.08924 -1.05779 0.58724 -0.347 0.369 -0.009
O -1.26629 0.46656 -3.54765 -0.491 0.078 -0.265
O 3.84527 1.47709 1.21341 -0.333 -0.126 -0.196
N -0.10206 0.08508 -2.95405 0.645 -0.643 0.001
N -2.58546 0.40071 -1.21819 -0.145 -0.599 0.114
C -2.87914 -1.38352 0.41612 -0.139 -0.134 -0.154
C -3.63990 -3.33370 1.60879 -0.035 -0.010 0.060
C -0.77245 2.28965 3.05588 0.016 0.086 0.088
C 2.24677 -0.93929 -1.76076 -0.117 0.200 0.037
C 0.47004 0.77589 -2.05705 -0.795 0.756 -0.153
C -3.77000 -1.99449 1.29042 0.020 0.048 -0.068
C 3.97937 -0.63225 -0.09464 0.069 0.098 0.111
C -0.12422 1.44301 2.17320 0.073 -0.028 -0.046
C 5.08246 1.30416 1.86696 0.418 0.049 0.316
C -2.14837 2.42446 2.99294 -0.012 0.039 0.105
C -1.84719 -2.13885 -0.12871 -0.057 0.036 -0.024
C -2.39255 1.64550 -1.68378 0.139 -0.117 -0.549
C -2.61423 -4.08185 1.05612 0.037 -0.082 0.014
C -0.84959 0.73559 1.23167 -0.086 0.026 -0.005
C -3.02616 0.09149 0.13054 -0.104 0.357 0.150
C 5.67555 -2.28591 0.23475 0.100 -0.215 -0.053
C -1.71975 -3.48020 0.18885 0.048 -0.083 0.004
C 3.37717 -1.37926 -1.10445 0.111 -0.039 0.069
C -1.91236 1.66302 -3.14551 0.187 0.329 0.262
C 2.28512 1.04735 -0.42848 0.029 -0.228 -0.142
C 1.68059 0.28724 -1.42473 0.706 -0.389 0.271
C -2.22912 0.87291 1.15890 -0.042 0.154 0.157
C -2.87319 1.71870 2.04958 0.047 -0.136 -0.071
C 3.41839 0.61474 0.24833 0.020 -0.061 -0.063
H -4.57064 -1.41322 1.72470 -0.094 0.073 0.038
H -0.33409 0.07612 0.54944 0.055 -0.089 -0.066
H 5.08836 0.41251 2.49707 0.019 0.109 -0.060
H 5.91056 1.25116 1.15712 -0.050 0.005 0.054
H 0.94952 1.33338 2.21374 0.123 -0.012 0.016
H 6.01391 -2.28895 -0.80626 -0.030 -0.008 0.036
H 5.19718 2.19051 2.49110 0.020 -0.063 -0.042
H -1.28308 2.54611 -3.30707 -0.068 -0.090 0.109
H -2.51256 -5.12850 1.30144 0.007 -0.084 0.016
H -2.78086 1.72779 -3.80559 0.091 0.038 0.084
H -1.12980 -1.69216 -0.80258 0.078 0.078 -0.087
H 0.09791 1.73155 -1.68361 -0.100 0.009 -0.105
H -2.47629 -0.37382 -1.85729 0.053 0.165 -0.029
H 4.99024 -3.12340 0.39986 0.025 0.033 -0.028
H 6.53726 -2.39312 0.89236 -0.050 -0.050 -0.075
H -0.91449 -4.05498 -0.24434 0.067 -0.050 -0.036
H 1.79150 -1.53552 -2.53413 -0.022 -0.101 -0.082
H -2.65965 3.08666 3.67620 -0.037 0.057 0.054
H -3.94544 1.83857 1.99577 -0.116 0.023 -0.050
H -4.34186 -3.79484 2.28771 -0.060 -0.035 0.053
H -4.08381 0.37765 0.22900 0.180 -0.093 0.079
H 1.87525 2.00456 -0.14473 -0.059 0.137 0.057
H -0.20563 2.84525 3.78844 0.042 0.041 0.061
H 3.79470 -2.33383 -1.38128 0.071 -0.079 0.006
```
Positions in Å, forces in eV/Å.

Atom charges from the Mulliken analysis, given in e for atoms 1 to 4:
1 O -0.641
2 O -0.439
3 O -0.366
4 O -0.448


Entry 3:
The molecule C24H24N4O3 at a distorted geometry, computed with ωB97M-V/def2-TZVPD.

Strongest force on any atom ... 0.022 Eh/bohr
HOMO energy ... -8.049 eV
LUMO level ... 0.07 eV
Energy relative to the best compared isomer or geometry (same formula, charge and spin) ... 32.1 kcal per mole

Geometry as XYZ:
```
55
Properties=species:S:1:pos:R:3:forces:R:3
O -2.41152 -0.66454 -0.77520 0.152 0.025 -0.213
O -1.90288 0.99672 2.35556 -0.049 0.017 0.167
O 1.54554 -5.10935 -2.88477 0.366 0.206 0.250
N -1.50561 1.65188 0.19335 -0.187 0.205 -0.508
N 0.18812 -0.60236 0.49703 0.263 0.430 -0.438
N 0.37590 -2.52906 1.61304 0.017 -0.599 0.500
N -0.11730 -1.87280 0.59175 0.425 0.342 0.604
C 0.74578 5.17727 0.46795 -0.011 -0.017 0.094
C -1.91125 -1.90153 -1.07739 0.036 -0.248 0.009
C 0.95860 -0.37167 1.56801 -0.036 -1.076 0.353
C -1.96154 0.82603 1.15734 -0.363 -0.380 -0.359
C 1.55151 6.43710 0.56040 -0.026 -0.054 -0.048
C 0.57093 4.52995 -0.75975 -0.072 -0.082 0.090
C -0.17706 3.36567 -0.81200 -0.001 -0.027 0.120
C -0.48903 -3.82516 -0.72820 -0.153 0.093 -0.087
C 0.15939 4.63164 1.60103 0.055 0.012 -0.217
C 2.41846 -0.52655 3.89849 -0.064 -0.530 0.151
C 1.18513 5.08522 -2.00870 -0.021 -0.020 0.054
C -0.85909 -2.52585 -0.39965 -0.507 -0.359 -0.740
C -0.59027 3.47115 1.54933 -0.125 -0.129 0.100
C -2.70970 -0.38765 0.58406 -0.288 0.100 0.511
C 0.39733 -5.82480 -3.25674 -0.337 -0.459 -0.001
C -2.50234 -2.58155 -2.13965 0.067 0.196 0.139
C -0.66122 -5.88908 -2.14168 0.310 0.265 -0.351
C -2.09900 -3.85444 -2.48491 0.086 0.009 0.155
C 1.07280 -1.60386 2.28549 -0.209 0.791 -0.738
C 1.59691 0.78787 2.02353 0.181 0.315 0.145
C -1.10717 -4.50817 -1.76023 -0.057 -0.008 0.130
C 2.31246 0.68573 3.18471 -0.128 0.372 -0.391
C -0.75939 2.82473 0.33082 0.067 0.271 0.206
C 1.81464 -1.67703 3.47103 0.201 -0.029 0.320
H -1.02942 3.05855 2.44142 -0.034 -0.031 0.039
H 2.26848 5.14520 -1.90947 0.086 0.044 -0.064
H -0.00583 -5.29511 -4.12271 -0.037 -0.100 0.024
H -2.53302 -1.24946 1.23315 0.061 0.126 -0.072
H 1.51211 1.71314 1.47751 0.026 0.138 -0.018
H -0.23452 -6.39679 -1.27354 -0.042 -0.089 -0.002
H 1.91914 -5.50800 -2.09045 0.018 0.022 -0.091
H -1.56114 1.27751 -0.74700 0.043 -0.031 0.247
H 2.81518 1.55758 3.57674 0.031 0.083 0.001
H 1.89198 -2.60695 4.01139 0.045 -0.072 0.103
H 1.12170 7.21614 -0.06887 0.041 0.125 -0.027
H 0.66060 -6.84856 -3.56291 -0.082 0.129 -0.040
H 0.30586 -4.27745 -0.15538 0.060 -0.046 0.020
H -0.30872 2.85955 -1.75889 -0.007 -0.053 -0.129
H 2.99728 -0.53609 4.81064 0.032 -0.033 0.064
H -2.57654 -4.35817 -3.31206 -0.080 -0.060 -0.101
H 1.58181 6.79882 1.58492 0.029 0.057 0.043
H 0.95088 4.45947 -2.86595 0.013 -0.006 -0.078
H -3.78160 -0.14877 0.63610 0.182 -0.046 0.029
H 0.29058 5.12606 2.55292 0.014 0.060 0.097
H 0.81528 6.09167 -2.20223 0.026 0.083 -0.077
H -1.50677 -6.47410 -2.50552 -0.016 -0.084 0.054
H -3.29617 -2.08659 -2.67680 -0.103 0.069 -0.016
H 2.57372 6.26685 0.22295 0.102 0.083 -0.015
```
Positions in Å, forces in eV/Å.

Atom charges from the Mulliken analysis, given in e for atoms 1 to 4:
1 O -0.624
2 O -0.687
3 O -0.495
4 N 0.045


Entry 4:
A cluster of 5 separate species, C24H24O14 in total at a distorted geometry, computed with ωB97M-V/def2-TZVPD.

Strongest force on any atom ... 0.212 Eh/bohr
HOMO energy ... -8.840 eV
LUMO level ... -2.63 eV
Energy relative to the best compared isomer or geometry (same formula, charge and spin) ... 23.0 kcal per mole

Geometry as XYZ:
```
62
Properties=species:S:1:pos:R:3:forces:R:3
O 1.48412 -1.93555 -2.76299 0.119 -0.263 -0.041
O 3.89143 1.05173 4.92731 0.997 -1.819 -4.043
O -1.50847 0.76315 4.39486 0.604 0.000 2.045
O -6.59710 -0.12282 -0.43623 0.785 -1.029 2.427
O -0.21031 1.39683 -1.49488 9.190 1.937 5.520
O 0.96885 4.48460 3.24421 2.554 -3.390 -0.041
O 1.64885 -2.87726 -5.22796 -1.588 -1.336 2.036
O 5.53513 -0.03294 -5.98379 -1.237 0.208 1.369
O 3.48919 -0.40993 2.53351 -1.285 3.181 1.110
O 5.23251 1.17123 -3.49941 -2.325 -1.267 0.831
O 0.44307 3.06468 1.14778 -0.173 4.745 4.896
O -1.84191 1.04026 1.64320 3.532 -3.782 2.477
O 1.31380 -2.90342 3.66237 3.308 -4.821 1.152
O 1.57804 -2.52226 0.93942 -2.688 2.201 0.575
C -0.29629 -0.69677 1.20376 4.623 -5.563 5.608
C -6.29630 -0.91653 0.47167 -0.213 -0.873 -3.869
C -7.05144 -2.20926 0.65123 -0.897 0.504 1.428
C -0.80464 -0.01137 3.57318 1.278 -3.764 1.677
C -2.48494 1.65968 -1.56527 -2.183 -0.116 -3.486
C 2.36679 -1.44782 -3.47536 -0.012 1.002 1.764
C 2.45972 -1.92972 -4.83176 5.312 1.673 -5.439
C 3.26631 -0.44480 -2.95406 4.404 2.360 -4.846
C -0.99563 0.12831 2.13437 -3.773 3.733 -3.268
C 2.06476 1.33121 1.68880 -1.868 2.199 -1.215
C 3.12021 1.59257 3.85964 0.100 1.607 4.678
C 4.55049 -0.32505 -5.28995 -0.177 -1.938 -2.344
C 2.92284 0.71912 2.69479 0.344 -1.444 -2.591
C -1.11817 0.45740 -3.34950 0.842 -2.771 -2.953
C 2.45047 2.83446 4.09405 3.038 -4.162 -0.378
C 1.61507 3.38016 3.13353 -4.515 3.709 -1.032
C -1.14194 1.17336 -2.07377 -8.099 -0.287 -3.136
C -5.11631 -0.87024 1.34077 1.442 -0.792 1.612
C 1.28506 2.55788 1.91687 4.884 -4.904 0.597
C 3.59844 -1.39628 -5.75390 -3.775 -0.863 3.393
C 0.65055 -1.77997 1.67222 -1.417 2.563 -1.905
C 0.73560 -2.05271 3.13750 -2.596 4.021 -0.495
C 4.36653 0.25491 -3.95178 -3.461 -2.143 5.858
C 0.02568 -1.16555 4.04715 -3.307 6.057 1.026
H 4.49626 0.21769 4.48630 -2.747 3.137 1.482
H -4.41226 -0.16794 1.03027 1.012 1.588 -0.538
H -0.37409 -0.64327 0.22685 -0.657 0.927 -4.633
H -8.15961 -1.85214 0.52494 1.830 -1.640 0.174
H -1.55127 -0.65107 -3.49821 0.625 2.597 0.920
H -6.74328 -2.49563 1.73511 -1.300 -0.116 -1.777
H -2.77193 2.56871 -1.13149 1.531 1.471 2.031
H 2.03688 0.88717 0.64323 -0.192 0.367 1.633
H 3.23020 -0.37544 -1.88847 0.316 0.860 0.361
H 2.58562 3.39605 4.97036 0.398 0.373 1.119
H -2.79594 0.83123 -0.96505 -1.056 -0.399 0.296
H 0.19658 2.76470 0.37386 -1.635 -3.511 -6.413
H 1.51739 -2.11618 0.05427 0.343 -0.525 -0.103
H -1.68359 1.11112 -4.02567 0.179 -0.391 -0.273
H 3.71011 -1.69991 -6.80629 -0.197 -0.057 0.800
H -3.20194 1.98042 -2.43234 0.854 -2.119 0.727
H -5.57800 -0.50871 2.26122 0.434 -0.019 0.547
H 0.23046 -1.22251 5.20074 -0.529 -0.239 -2.572
H -2.29187 1.36857 4.41357 1.244 -1.095 -1.782
H -6.63930 -3.01115 -0.04823 -0.929 1.182 0.752
H -4.43975 -1.79813 1.60459 -2.104 1.224 -0.751
H 1.10098 -3.27503 -4.39948 1.760 1.739 -2.207
H -0.01891 0.37351 -3.70150 -1.786 0.249 0.557
H 5.95723 1.30665 -4.09018 0.842 0.028 -1.349
```
Positions in Å, forces in eV/Å.

Atom charges from the Mulliken analysis, given in e for atoms 1 to 4:
1 O -0.667
2 O -0.596
3 O -0.566
4 O -0.587